No. 1
Computed, not measured: C4H10N4 in the gas phase, with the ωB97M-V functional and the def2-TZVPD basis.

Values from the calculation:
Energy above the lowest of the compared OMol25 structures with the same formula, charge and spin   53.9 kcal/mol
M   114.15 g/mol
Orbital gap   9.62 eV
F_max   3.256 eV Å⁻¹
Total charge   0
SMILES   NC[C@H]1CN=CNN1
Lowest unoccupied orbital energy   0.0354 hartree

Geometry (Å):
N (0.2390, -1.5875, -0.9821)
C (-0.9848, -0.8244, -0.8640)
C (-0.9694, 0.4207, 0.0184)
C (-0.4920, 0.2198, 1.4231)
N (0.9666, -0.0965, 1.5368)
C (1.7254, 0.3741, 0.5975)
N (1.2750, 1.3380, -0.3104)
N (-0.1102, 1.5711, -0.4495)
H (0.1822, -2.3399, -1.6606)
H (0.7579, -2.0375, -0.1348)
H (-1.2045, -0.5309, -1.8943)
H (-1.8000, -1.4293, -0.3806)
H (-1.9314, 0.9400, 0.0306)
H (-0.9790, -0.6386, 1.7568)
H (-0.7649, 1.1046, 1.9532)
H (2.7732, -0.0491, 0.4525)
H (1.7136, 1.2571, -1.2611)
H (-0.3969, 2.3083, 0.1684)

=====

No. 2
Computed, not measured: C5H4S in the gas phase, with the ωB97M-V functional and the def2-TZVPD basis.

Values from the calculation:
Energy above the lowest of the compared OMol25 structures with the same formula, charge and spin   99.9 kcal/mol
M   96.15 g/mol
Orbital gap   8.74 eV
F_max   4.436 eV Å⁻¹
Total charge   0
SMILES   SC=C=C1C=C1
Lowest unoccupied orbital energy   0.0263 hartree

Geometry (Å):
S (-0.8516, -0.9407, -2.4275)
C (-0.9425, -1.2412, -0.7042)
C (-1.0277, -0.3813, 0.2564)
C (-0.1780, 0.4060, 0.7197)
C (0.4848, 1.3475, 1.5581)
C (1.2393, 0.5785, 0.7578)
H (0.1064, -0.0199, -2.3895)
H (-1.4297, -2.2091, -0.4253)
H (0.3835, 2.0880, 2.2635)
H (2.2154, 0.3722, 0.3910)

=====

No. 3
Computed, not measured: a molecular structure, C50H40CaN2OP2S4, with the ωB97M-V functional and the def2-TZVPD basis.

Values from the calculation:
Energy above the lowest of the compared OMol25 structures with the same formula, charge and spin   11.3 kcal/mol
M   915.18 g/mol
Orbital gap   6.63 eV
F_max   1.284 eV Å⁻¹
Total charge   -2
Lowest unoccupied orbital energy   0.1530 hartree

Geometry (Å):
Ca (0.0574, 0.4329, -0.4821)
C (4.6498, 0.9661, -1.5907)
C (3.1785, 0.6311, -1.6745)
N (2.4443, 0.5434, -0.6086)
N (3.1999, 0.7748, 0.5749)
C (2.5647, 0.7883, 1.7029)
S (0.9074, 0.6210, 2.1691)
S (3.8069, 1.0104, 3.0150)
C (3.0539, 2.3302, 3.9924)
C (3.5850, 3.7033, 3.6968)
C (4.3822, 4.3907, 4.6017)
C (4.8941, 5.6478, 4.2955)
C (4.6084, 6.2322, 3.0723)
C (3.8048, 5.5526, 2.1604)
C (3.3004, 4.3018, 2.4678)
C (2.6434, 0.4284, -3.0636)
C (3.5728, 0.4320, -4.1191)
C (3.2230, 0.3149, -5.4499)
C (1.8689, 0.1965, -5.7728)
C (0.9217, 0.1729, -4.7817)
C (1.2607, 0.2625, -3.4033)
O (0.3266, 0.2086, -2.5319)
H (4.9277, 1.2171, -0.5765)
H (4.8754, 1.7980, -2.2585)
H (5.2500, 0.1136, -1.9171)
H (3.1717, 2.0870, 5.0495)
H (1.9865, 2.2816, 3.7579)
H (4.6069, 3.9348, 5.5601)
H (5.5195, 6.1658, 5.0132)
H (5.0054, 7.2098, 2.8268)
H (3.5743, 6.0005, 1.2017)
H (2.6826, 3.7691, 1.7534)
H (4.6238, 0.5229, -3.8909)
H (3.9833, 0.3180, -6.2203)
H (1.5579, 0.1190, -6.8101)
H (-0.1319, 0.0663, -5.0073)
C (-7.5193, -0.0855, -0.8147)
C (-6.7251, 0.3251, -1.8777)
C (-5.3887, 0.6306, -1.6670)
C (-4.8214, 0.5505, -0.3957)
C (-5.6278, 0.1318, 0.6597)
C (-6.9648, -0.1835, 0.4534)
P (-3.0316, 0.9693, -0.2355)
C (-2.6760, 0.2287, 1.4089)
C (-2.6283, 0.9614, 2.5938)
C (-2.3877, 0.3206, 3.8000)
C (-2.1934, -1.0554, 3.8322)
C (-2.2308, -1.7911, 2.6578)
C (-2.4684, -1.1490, 1.4502)
C (-3.1233, 2.7656, 0.1520)
C (-4.2940, 3.3995, 0.4710)
C (-4.3064, 4.7905, 0.7362)
C (-3.1492, 5.5078, 0.6670)
C (-1.9214, 4.8826, 0.3249)
C (-0.7170, 5.6232, 0.2268)
C (0.4323, 4.9875, -0.1442)
C (0.4321, 3.5945, -0.4120)
C (-0.6872, 2.7902, -0.3047)
C (-1.8856, 3.4892, 0.0635)
H (-8.5602, -0.3383, -0.9763)
H (-7.1401, 0.3915, -2.8761)
H (-4.7689, 0.9329, -2.5041)
H (-5.2042, 0.0452, 1.6531)
H (-7.5709, -0.5134, 1.2886)
H (-2.7543, 2.0367, 2.5654)
H (-2.3267, 0.9030, 4.7112)
H (-1.9836, -1.5478, 4.7743)
H (-2.0529, -2.8587, 2.6471)
H (-2.4747, -1.7478, 0.5446)
H (-5.2225, 2.8445, 0.5271)
H (-5.2409, 5.2778, 0.9906)
H (-3.1522, 6.5756, 0.8659)
H (-0.7317, 6.6881, 0.4370)
H (1.3541, 5.5551, -0.2298)
H (1.3847, 3.1676, -0.7314)
S (-2.2896, -4.6367, 0.1450)
P (-0.3890, -4.3564, -0.3720)
S (0.4448, -2.5583, -0.2904)
C (-0.1359, -5.0114, -2.0739)
C (0.3396, -4.1993, -3.0945)
C (0.4992, -4.7044, -4.3816)
C (0.1918, -6.0275, -4.6536)
C (-0.2852, -6.8482, -3.6348)
C (-0.4529, -6.3400, -2.3581)
C (0.6776, -5.5189, 0.5748)
C (2.0470, -5.5647, 0.3159)
C (2.8733, -6.4074, 1.0395)
C (2.3424, -7.2113, 2.0439)
C (0.9836, -7.1665, 2.3107)
C (0.1545, -6.3236, 1.5762)
H (0.5837, -3.1673, -2.8700)
H (0.8665, -4.0546, -5.1666)
H (0.3209, -6.4225, -5.6547)
H (-0.5334, -7.8826, -3.8424)
H (-0.8446, -6.9737, -1.5702)
H (2.4656, -4.9178, -0.4465)
H (3.9366, -6.4269, 0.8337)
H (2.9907, -7.8617, 2.6195)
H (0.5635, -7.7839, 3.0960)
H (-0.9107, -6.2767, 1.7685)

=====

No. 4
Computed, not measured: a molecular structure, C21H20Br4Cl2IrN4O4P, with the ωB97M-V functional and the def2-TZVPD basis.

Values from the calculation:
Expectation value of S²   0.78
Energy above the lowest of the compared OMol25 structures with the same formula, charge and spin   0.0 kcal/mol
M   1006.13 g/mol
Orbital gap (spin up / spin down)   6.32 / 6.09 eV
F_max   1.363 eV Å⁻¹
Multiplicity   2
Total charge   +3
Lowest unoccupied orbital energy (spin up / spin down)   -0.3511 / -0.3678 hartree

Geometry (Å):
Ir (0.0167, -0.3545, 0.3699)
Cl (-0.2206, -0.3094, 3.5295)
C (-1.8932, 0.2295, 3.8484)
Cl (-2.5271, 1.1960, 2.5134)
H (-1.8730, 0.8320, 4.7484)
H (-2.5134, -0.6495, 3.9749)
C (4.2729, 0.0194, -0.5040)
C (2.9347, 0.3446, -0.2621)
N (2.0496, -0.5610, 0.1150)
C (2.4569, -1.8560, 0.2492)
C (3.7738, -2.2645, 0.0451)
C (4.6989, -1.2753, -0.3442)
C (4.1050, -3.6479, 0.2426)
C (3.1659, -4.5421, 0.6250)
C (1.8022, -4.1398, 0.8243)
C (0.7706, -5.0016, 1.2478)
C (-0.4990, -4.5056, 1.4313)
C (-0.7654, -3.1636, 1.1643)
N (0.1897, -2.3391, 0.7411)
C (1.4620, -2.8092, 0.5985)
H (4.9597, 0.7976, -0.8038)
H (2.5706, 1.3572, -0.3509)
H (5.7339, -1.5414, -0.5174)
H (5.1296, -3.9601, 0.0892)
H (3.4286, -5.5788, 0.7900)
H (0.9856, -6.0456, 1.4390)
H (-1.3042, -5.1430, 1.7672)
H (-1.7598, -2.7482, 1.2562)
Br (-5.5777, -1.4686, -3.6259)
C (-3.9263, -0.9166, -2.9733)
C (-2.9700, -0.3074, -3.8648)
Br (-3.3804, -0.1255, -5.6576)
C (-1.7289, 0.1313, -3.3921)
Br (-0.4281, 0.8784, -4.5356)
C (-1.4053, -0.0269, -2.0568)
O (-0.2672, 0.3814, -1.5088)
C (-2.3509, -0.6383, -1.1764)
O (-1.9757, -0.7694, 0.0291)
C (-3.6118, -1.0939, -1.6501)
Br (-4.7556, -1.8908, -0.4133)
N (-0.0775, 3.2712, -2.3226)
C (0.4637, 3.8428, -1.0548)
P (-0.4267, 2.9741, 0.3026)
O (-1.8552, 2.9761, -0.1284)
O (0.3264, 1.6996, 0.6361)
C (-0.3672, 4.0529, 1.8059)
N (-1.7819, 4.5112, 2.0562)
H (-1.1051, 3.3049, -2.2922)
H (0.1700, 2.2741, -2.4288)
H (0.2452, 3.7748, -3.1513)
H (0.2158, 4.9041, -1.0406)
H (1.5455, 3.7298, -1.0348)
H (0.2837, 4.9184, 1.6987)
H (-0.0252, 3.4667, 2.6551)
H (-2.1366, 4.1820, 2.9556)
H (-2.3693, 4.0956, 1.3011)
H (-1.8788, 5.5277, 2.0399)

=====

Look up the F_max of the third one. 1.284 eV Å⁻¹